# C5H11O

A cluster of 2 separate species, C5H11O in total (ωB97M-V/def2-TZVPD, OMol25).

E_LUMO (alpha / beta) = 0.039 / -0.065 hartree
largest force on an atom = 0.041 hartree/bohr
DFT total energy = -272.196828 Ha
⟨S²⟩ = 0.76
energy relative to the best compared isomer or geometry (same formula, charge and spin) = 51.2 kcal/mol

ORCA input file:
```
! wB97M-V def2-TZVPD RIJCOSX def2/J DEFGRID3
* xyz 0 2
C -0.352 2.705 0.528
O 0.022 1.614 1.333
H -0.950 2.398 -0.387
H -0.887 3.476 1.157
H 0.578 3.267 0.184
C -1.798 -0.777 -0.153
C -0.318 -0.577 -0.026
C 0.562 -1.564 -0.357
C 2.093 -1.509 -0.391
H -2.041 -1.431 -1.007
H -2.308 -1.184 0.739
H -2.293 0.204 -0.361
H 0.025 0.392 0.586
H 0.167 -2.533 -0.725
H 2.496 -0.464 -0.490
H 2.518 -1.876 0.600
H 2.484 -2.140 -1.228
*
```